Record 1
This record from OMol25 describes 7 unconnected molecules or ions with the total composition C35H70N7O13S at a distorted geometry. The level of theory is wB97M-V/def2-TZVPD.

Total energy ... -85301.7002 eV
Molecular weight ... 829.0 u
Orbital gap ... 0.1914 hartree
Maximum force ... 6.549 eV Å⁻¹
Charge ... +1

```
126
Properties=species:S:1:pos:R:3:forces:R:3:lowdin_charge:R:1
C 1.96692 -3.97916 3.49416 0.198 0.115 -0.339 -0.080
C 3.04592 -2.96240 2.80722 -0.326 -0.765 1.074 -0.230
O 2.48334 -1.62444 2.90679 0.034 -0.046 -1.917 -0.226
C 1.90152 -1.20660 1.63352 -0.112 0.037 -0.086 -0.158
C 0.98467 0.09065 1.93935 2.231 0.131 -0.360 -0.140
O -0.29677 0.07699 1.25578 -0.545 -0.155 2.064 -0.182
C -1.36549 0.55094 2.11640 -0.957 0.548 -1.982 -0.126
C -2.71056 -0.14998 1.53663 -1.223 -3.126 -0.334 -0.008
N -3.86474 0.60846 1.08839 0.203 -3.384 -0.067 0.140
C -5.07060 -0.00152 0.54844 0.838 -2.477 -0.528 -0.058
C -6.35569 0.85684 0.07847 1.080 0.801 1.210 -0.103
C -7.35119 0.91889 1.35891 0.057 -0.735 0.113 -0.181
C -8.82512 0.33367 1.09082 0.325 0.996 -0.339 -0.191
S -9.32633 -1.00086 2.31780 -4.142 -0.652 5.031 0.754
O -8.67447 -0.79632 3.67182 -0.581 -0.458 -4.231 -0.357
O -10.84057 -1.00464 2.42893 4.730 0.207 -1.382 -0.328
O -8.90444 -2.54124 1.80019 0.228 1.729 -0.078 -0.211
C -5.16743 -1.54220 0.40105 2.064 0.606 1.341 -0.029
C -6.44867 -2.24896 -0.22973 0.193 0.426 -0.918 -0.180
C -6.17308 -2.45452 -1.82805 0.596 0.273 0.905 -0.089
C -3.99263 -2.45637 0.87323 -0.061 4.597 0.485 0.064
C -4.11038 -4.04961 0.74704 0.402 -1.679 -1.873 -0.376
O -3.88963 -4.64539 -0.33091 -0.820 2.619 4.572 0.111
O -4.44970 -4.77128 1.93341 0.135 2.016 -2.153 0.074
C -2.73934 -1.71820 1.46788 -2.205 0.423 -1.243 -0.027
C -1.54179 -2.65282 1.97755 -0.684 0.328 0.844 -0.037
H 1.60876 -4.71741 2.69526 0.445 0.824 1.358 0.072
H 1.05111 -3.40869 3.90799 1.558 -0.696 -0.808 0.070
H 2.42352 -4.52701 4.38702 -0.594 0.591 -1.415 0.074
H 3.28863 -3.27088 1.73379 -0.367 0.595 1.429 0.126
H 4.02621 -2.96420 3.39883 -1.441 0.039 -0.869 0.126
H 2.71720 -0.94443 0.85394 -1.151 -0.391 1.353 0.138
H 1.32220 -2.09237 1.20217 0.404 1.325 0.479 0.111
H 1.58537 0.99169 1.52743 -1.107 -1.247 0.862 0.143
H 0.92130 0.17555 3.07742 -0.211 -0.135 -1.537 0.134
H -1.20891 0.32212 3.22263 -0.289 0.230 -1.494 0.143
H -1.45853 1.68626 1.90123 -0.048 -1.607 0.855 0.145
H -3.78334 1.63778 1.19409 -0.346 -0.954 -0.264 0.172
H -6.04176 1.95043 -0.13356 -0.304 -1.889 0.156 0.131
H -6.83652 0.44509 -0.87110 0.875 0.347 1.440 0.116
H -6.88983 0.29223 2.20028 -0.680 1.011 -1.059 0.109
H -7.41718 1.99431 1.73537 -0.066 -1.550 -0.482 0.126
H -9.56397 1.19812 1.30392 0.819 -1.872 -0.110 0.137
H -9.01011 -0.02480 0.02212 0.243 0.292 1.562 0.116
H -8.65720 -3.11052 2.56482 -0.301 0.867 -0.218 0.102
H -7.41250 -1.64231 -0.15283 1.572 -0.751 0.305 0.079
H -6.64255 -3.24987 0.29014 0.388 1.428 -0.774 0.120
H -5.17201 -3.01863 -1.88850 -1.676 0.729 -0.283 0.072
H -7.02897 -3.01864 -2.34163 1.348 0.801 0.898 0.097
H -6.04037 -1.41195 -2.31254 -0.237 -1.721 0.687 0.094
H -4.97899 -4.20332 2.53961 0.683 -0.285 -0.456 0.127
H -0.68572 -2.75954 1.23356 -1.229 0.541 1.036 0.092
H -1.19778 -2.22719 2.99681 -0.144 -0.639 -1.809 0.104
H -1.90601 -3.72394 2.21583 0.256 1.824 -0.534 0.100
C 5.83417 -0.15930 1.51264 -0.141 -0.058 0.208 -0.011
C 6.26874 -1.01402 0.35238 0.296 -0.405 -0.652 -0.562
O 6.00661 -2.21374 0.29310 -0.185 0.076 0.211 -0.007
N 6.96955 -0.41836 -0.64497 -0.431 -0.369 0.813 0.016
C 7.36950 0.97232 -0.75094 0.215 -0.319 -0.457 -0.066
H 5.28471 -0.77131 2.23026 0.088 -0.025 -0.178 0.067
H 6.70746 0.26179 2.01527 -0.137 0.180 -0.055 0.087
H 5.17528 0.63857 1.16255 0.177 0.132 0.103 0.083
H 7.22768 -1.05181 -1.38865 -0.014 0.107 0.079 0.140
H 6.93925 1.38091 -1.66250 0.116 0.152 0.299 0.061
H 8.45831 1.00871 -0.81938 -0.063 0.275 -0.013 0.067
H 7.04020 1.56380 0.10100 -0.053 -0.126 -0.111 0.084
C 10.58972 -1.55471 0.25285 -0.124 -0.096 -0.075 -0.008
C 11.19738 -0.20321 -0.01218 0.023 0.487 -0.335 -0.546
O 10.80629 0.51968 -0.92125 0.027 -0.218 0.162 0.014
N 12.21158 0.20741 0.79633 -0.381 -0.217 -0.246 0.002
C 12.80582 -0.49818 1.91137 0.208 0.449 -0.085 -0.078
H 9.79514 -1.74467 -0.46982 0.142 0.153 0.084 0.076
H 11.34786 -2.33362 0.14539 -0.084 -0.028 0.175 0.087
H 10.15778 -1.58108 1.25570 0.098 -0.166 -0.018 0.087
H 12.56916 1.12239 0.55950 -0.029 -0.118 0.047 0.142
H 12.68867 0.11522 2.80720 0.099 -0.234 0.143 0.083
H 13.86968 -0.63188 1.70507 -0.001 -0.173 0.237 0.084
H 12.34550 -1.47008 2.07692 0.000 0.139 -0.097 0.075
C 5.80410 3.88686 -4.06887 -0.212 0.005 0.135 -0.005
C 7.15233 3.52352 -3.50623 0.352 -0.032 0.422 -0.533
O 7.32532 3.31067 -2.31202 -0.114 0.402 -0.446 0.010
N 8.19908 3.43399 -4.37109 -0.407 0.023 0.252 0.007
C 8.19510 3.64671 -5.80232 0.450 -0.126 0.194 -0.080
H 5.06935 3.92004 -3.26239 0.202 -0.015 -0.017 0.064
H 5.84815 4.87270 -4.53729 -0.071 -0.119 -0.138 0.087
H 5.48728 3.13446 -4.79499 -0.002 0.164 -0.117 0.086
H 9.07082 3.18635 -3.92309 -0.087 0.025 -0.070 0.145
H 8.53583 2.72910 -6.28649 -0.075 0.132 -0.250 0.083
H 8.89423 4.45366 -6.03116 -0.107 -0.014 -0.272 0.084
H 7.20769 3.90748 -6.17773 0.089 -0.037 0.140 0.073
C 1.34838 2.56024 -2.61752 0.047 -0.189 0.034 -0.011
C 1.87586 3.96281 -2.47120 0.533 0.410 0.256 -0.552
O 2.92857 4.20474 -1.89460 -0.286 -0.182 -0.134 0.024
N 1.14204 4.97727 -3.00512 0.144 -0.413 0.169 0.002
C -0.11517 4.89130 -3.71675 0.196 0.468 0.036 -0.080
H 2.03866 1.86083 -2.14378 -0.011 0.231 -0.049 0.083
H 0.37632 2.47249 -2.12663 -0.041 -0.074 -0.188 0.077
H 1.26446 2.29994 -3.67488 -0.182 -0.056 0.086 0.088
H 1.55714 5.88857 -2.86877 -0.057 -0.106 -0.039 0.143
H 0.02532 5.31358 -4.71378 -0.282 -0.111 -0.050 0.086
H -0.85618 5.48503 -3.17718 -0.197 -0.099 -0.187 0.081
H -0.46940 3.86626 -3.80591 0.131 0.092 0.038 0.073
C -8.00641 1.56143 5.59792 -0.136 0.040 -0.058 -0.018
C -7.38704 2.90267 5.31226 -0.049 0.431 -0.206 -0.552
O -7.77438 3.61636 4.39256 0.144 -0.264 -0.015 0.011
N -6.36638 3.31587 6.11191 -0.314 -0.222 -0.363 0.000
C -5.77553 2.62112 7.23590 0.176 0.449 -0.049 -0.077
H -8.80407 1.36846 4.88075 0.187 0.116 0.114 0.068
H -7.25517 0.77489 5.49841 -0.126 -0.062 0.164 0.079
H -8.43556 1.55232 6.60221 0.123 -0.150 -0.010 0.094
H -6.00104 4.22408 5.86081 -0.063 -0.083 0.098 0.141
H -5.88448 3.24853 8.12271 0.104 -0.244 0.137 0.087
H -4.71331 2.47448 7.02888 0.011 -0.157 0.249 0.080
H -6.24448 1.65615 7.41696 -0.011 0.144 -0.093 0.076
C -3.96217 -2.79009 -7.41967 0.022 -0.001 -0.162 -0.010
C -3.45465 -2.15914 -6.15116 0.501 0.533 0.061 -0.553
O -2.62605 -1.25827 -6.15854 -0.257 -0.230 0.017 0.025
N -3.94739 -2.62144 -4.96821 0.002 0.085 -0.332 0.003
C -4.92274 -3.66864 -4.75390 0.234 0.199 0.352 -0.081
H -3.48054 -2.31975 -8.27772 -0.005 0.007 0.244 0.088
H -3.72218 -3.85560 -7.42993 -0.190 0.015 -0.041 0.087
H -5.04106 -2.64304 -7.50550 0.028 -0.191 -0.030 0.086
H -3.56114 -2.15124 -4.16170 -0.014 -0.101 -0.111 0.132
H -5.76912 -3.23975 -4.21573 -0.139 -0.298 -0.149 0.047
H -4.46032 -4.44437 -4.13958 -0.264 -0.182 -0.044 0.090
H -5.27192 -4.10631 -5.68683 0.118 0.115 0.065 0.081
```
Positions in Å, forces in eV/Å.



Record 2
This record from OMol25 describes a molecular structure, C7H15N2O at a distorted geometry. The level of theory is wB97M-V/def2-TZVPD.

Total energy ... -12522.1171 eV
Molecular weight ... 143.2 u
Orbital gap ... 0.4201 hartree
Maximum force ... 4.284 eV Å⁻¹
Charge ... +1

```
25
Properties=species:S:1:pos:R:3:forces:R:3:lowdin_charge:R:1
C -0.75349 -0.11533 1.90516 1.977 0.341 -0.358 -0.367
C -1.47990 0.71421 -0.19247 3.570 -2.268 0.679 0.043
C 0.00404 -0.56028 -0.23879 -1.246 3.895 0.861 -0.298
C -0.53032 -1.87207 -0.54873 -0.882 -1.171 -2.736 -0.012
C 0.78346 0.55965 -2.36931 -1.790 0.798 1.392 -0.036
C 1.98190 1.02447 -0.16255 2.314 -1.653 0.355 -0.055
C 1.20939 -0.03355 -0.99426 -0.263 2.837 -0.259 -0.361
N -1.56480 0.71893 1.26412 -1.317 -0.682 -0.576 0.082
N -0.78922 -0.34436 3.20896 0.270 -0.250 -1.530 0.252
O 0.32113 -0.59488 1.21740 -3.023 0.981 0.777 0.029
H -1.26456 1.78153 -0.40811 -0.379 -1.090 -1.137 0.123
H -2.24838 0.05648 -0.64962 0.234 1.335 0.011 0.114
H -0.78963 -2.39572 0.32988 0.068 -0.819 1.002 0.085
H 0.21922 -2.42889 -1.16491 -0.828 0.098 0.563 0.129
H -1.50522 -1.82235 -1.09584 0.954 -0.042 -0.040 0.110
H 0.49368 1.66609 -2.19405 0.358 -1.803 -0.517 0.111
H -0.10400 -0.01025 -2.69082 0.130 0.455 -0.247 0.080
H 1.49142 0.49486 -3.16569 0.757 -0.025 -0.193 0.071
H 3.08726 1.18486 -0.59050 -2.681 -0.111 0.862 0.145
H 2.07780 0.52130 0.82383 0.686 0.626 -0.500 0.073
H 1.47562 1.94036 0.07376 -0.309 0.667 -0.509 0.065
H 1.93082 -0.78077 -1.13253 0.700 -1.647 -0.280 0.121
H -2.49447 1.08207 1.53972 1.135 -0.625 0.900 0.189
H -1.46666 0.22196 3.69184 0.264 -0.514 0.946 0.144
H -0.08509 -1.00828 3.54351 -0.699 0.665 0.534 0.164
```
Positions in Å, forces in eV/Å.